# 1
The following is a DFT calculation (wB97M-V/def2-TZVPD) of a 2-piece molecular cluster, C4H10N2 overall.

Values from the calculation:
**SMILES**: C=CN.C=CN
**Kohn-Sham gap**: 9.191 eV
**Maximum force**: 4.8 eV/A

Last column: Mulliken charge in e.
Geometry (Å):
C  0.206  -1.226  1.892  -0.876
C  -1.100  -1.288  2.115  0.282
N  -1.494  -1.914  3.287  -0.462
H  0.962  -1.518  2.564  0.229
H  0.756  -0.544  1.147  0.182
H  -1.846  -0.833  1.405  0.270
H  -0.814  -2.202  3.911  0.176
H  -2.390  -2.456  3.399  0.197
C  1.861  2.051  -2.798  -0.700
C  1.033  1.110  -2.539  0.035
N  -0.340  1.388  -2.127  -0.551
H  1.765  3.105  -2.519  0.240
H  2.899  1.943  -2.985  0.267
H  1.306  0.034  -2.443  0.249
H  -1.006  1.817  -2.678  0.226
H  -0.802  0.456  -1.941  0.235

Atoms 1-6, force components in eV/Å:
C 1.6 2.7 -2.4
C 0.1 -0.3 -0.3
N -4.2 -0.3 -0.7
H 0.3 -1.0 1.2
H -1.7 -1.1 0.6
H 0.7 -0.7 1.1


# 2
The following is a DFT calculation (wB97M-V/def2-TZVPD) of one molecule with the formula C25H21ClN4O4S.

Values from the calculation:
**SMILES**: O=C(O)COc1ccccc1/C=N/NC(=O)CSc1nc2ccccc2n1Cc1ccccc1Cl
**Kohn-Sham gap**: 8.500 eV
**Maximum force**: 1.0 eV/A

Last column: Mulliken charge in e.
Geometry (Å):
O  5.850  0.301  -0.953  -0.616
C  4.678  0.074  -1.077  0.116
O  3.764  1.014  -1.109  -0.472
C  4.187  -1.380  -1.205  -0.280
O  2.793  -1.394  -1.395  -0.138
C  2.159  -2.576  -1.590  0.480
C  2.787  -3.816  -1.547  -0.615
C  2.062  -4.978  -1.745  -0.689
C  0.700  -4.926  -1.988  -0.805
C  0.068  -3.700  -2.038  -0.718
C  0.772  -2.511  -1.845  0.758
C  0.054  -1.264  -1.916  -0.219
N  0.583  -0.130  -1.678  0.003
N  -0.206  0.960  -1.771  -0.281
C  0.190  2.148  -1.227  0.226
O  1.287  2.342  -0.764  -0.494
C  -0.925  3.179  -1.228  -0.820
S  -1.836  3.019  0.350  -0.149
C  -2.518  1.427  0.143  0.302
N  -2.888  0.911  -1.002  -0.700
C  -3.326  -0.355  -0.700  0.715
C  -3.805  -1.357  -1.536  -0.841
C  -4.139  -2.563  -0.956  -0.499
C  -4.007  -2.777  0.417  -0.729
C  -3.538  -1.791  1.264  -0.940
C  -3.195  -0.578  0.691  0.852
N  -2.689  0.592  1.208  0.252
C  -2.125  0.812  2.517  -1.595
C  -0.618  0.870  2.405  0.031
C  0.049  -0.113  1.681  -0.304
C  1.412  -0.042  1.464  -0.235
C  2.137  1.023  1.970  -0.301
C  1.498  1.997  2.714  -0.577
C  0.132  1.917  2.930  0.650
Cl  -0.631  3.160  3.862  -0.251
H  2.837  0.706  -1.174  0.421
H  4.718  -1.834  -2.052  0.477
H  4.480  -1.911  -0.289  0.422
H  3.846  -3.886  -1.358  0.421
H  2.570  -5.930  -1.708  0.396
H  0.137  -5.834  -2.139  0.411
H  -0.995  -3.646  -2.226  0.434
H  -1.008  -1.344  -2.182  0.312
H  -1.198  0.839  -2.016  0.515
H  -0.508  4.184  -1.210  0.466
H  -1.631  3.055  -2.046  0.415
H  -3.912  -1.185  -2.595  0.459
H  -4.513  -3.364  -1.575  0.434
H  -4.278  -3.738  0.827  0.412
H  -3.440  -1.967  2.324  0.410
H  -2.510  1.749  2.928  0.585
H  -2.437  -0.012  3.164  0.319
H  -0.516  -0.938  1.268  0.480
H  1.894  -0.810  0.882  0.307
H  3.194  1.106  1.779  0.342
H  2.051  2.831  3.115  0.445

Atoms 1-6, force components in eV/Å:
O 0.0 0.0 0.0
C -0.1 -0.9 -0.1
O -0.3 0.6 0.1
C 0.5 0.1 0.1
O 0.2 -0.2 0.0
C -0.3 -0.2 0.0


# 3
The following is a DFT calculation (wB97M-V/def2-TZVPD) of C62H46ClNO2P3SSiY as an isolated structure.

Values from the calculation:
**Kohn-Sham gap**: 6.382 eV
**Maximum force**: 2.0 eV/A

Last column: Mulliken charge in e.
Geometry (Å):
Y  0.430  -0.302  -0.682  -1.693
C  -4.800  -4.886  -0.933  -0.762
C  -3.616  -4.864  -0.211  -0.637
C  -2.995  -3.659  0.048  0.091
C  -3.545  -2.458  -0.404  0.264
C  -4.734  -2.491  -1.127  -0.716
C  -5.361  -3.701  -1.378  -0.696
P  -2.509  -0.967  -0.120  2.338
C  -3.487  0.319  -0.980  0.359
C  -4.132  1.356  -0.316  -0.557
C  -4.829  2.315  -1.031  -0.491
C  -4.893  2.247  -2.412  -0.878
C  -4.253  1.216  -3.082  -0.702
C  -3.549  0.262  -2.373  -0.247
C  -2.816  -0.578  1.639  -0.736
C  -3.770  -1.264  2.381  -0.673
C  -3.920  -1.004  3.732  -0.979
C  -3.117  -0.057  4.347  -0.656
C  -2.182  0.638  3.602  0.187
C  -2.016  0.400  2.245  1.257
Si  -0.661  1.249  1.196  -1.800
C  -1.366  2.911  0.542  0.932
C  -2.393  3.617  1.154  0.363
C  -2.861  4.804  0.618  -0.829
C  -2.303  5.312  -0.545  -1.151
C  -1.261  4.640  -1.156  -0.276
C  -0.803  3.440  -0.621  -0.705
P  0.627  2.581  -1.368  2.075
C  1.770  4.001  -1.431  0.311
C  2.375  4.518  -2.569  -0.586
C  3.267  5.570  -2.445  -0.627
C  3.561  6.106  -1.203  -0.671
C  2.965  5.580  -0.068  -0.684
C  2.086  4.525  -0.179  -0.374
C  0.169  2.362  -3.119  1.108
C  -1.076  2.657  -3.663  -0.907
C  -1.297  2.446  -5.013  -0.611
C  -0.292  1.940  -5.819  -0.854
C  0.933  1.592  -5.269  -0.746
C  1.158  1.785  -3.920  -0.712
C  0.736  1.862  2.370  0.789
C  0.797  3.146  2.904  -0.315
C  1.898  3.579  3.622  -0.483
C  2.993  2.746  3.773  -0.948
C  2.970  1.472  3.232  -0.443
C  1.842  1.019  2.560  -0.080
P  1.697  -0.668  1.889  0.687
C  0.643  -1.407  3.191  0.792
C  0.581  -0.912  4.489  -0.232
C  -0.180  -1.567  5.440  -0.839
C  -0.887  -2.709  5.104  -0.791
C  -0.841  -3.197  3.809  -0.544
C  -0.078  -2.549  2.855  -0.362
C  3.263  -1.537  2.254  0.689
C  3.866  -2.178  1.173  -0.260
C  5.028  -2.906  1.355  -0.830
C  5.600  -2.990  2.613  -0.670
C  4.997  -2.366  3.693  -0.896
C  3.821  -1.660  3.523  -0.242
H  -5.287  -5.825  -1.147  0.398
H  -3.175  -5.787  0.137  0.461
H  -2.074  -3.632  0.613  0.378
H  -5.173  -1.572  -1.486  0.466
H  -6.289  -3.714  -1.932  0.421
H  -4.090  1.412  0.761  0.224
H  -5.324  3.121  -0.510  0.430
H  -5.446  2.992  -2.965  0.363
H  -4.305  1.159  -4.160  0.461
H  -3.055  -0.542  -2.902  0.287
H  -4.397  -2.000  1.898  0.541
H  -4.661  -1.543  4.306  0.388
H  -3.220  0.136  5.406  0.389
H  -1.556  1.381  4.077  0.308
H  -2.819  3.231  2.069  0.374
H  -3.647  5.348  1.121  0.455
H  -2.678  6.231  -0.971  0.430
H  -0.791  5.046  -2.044  0.588
H  2.153  4.109  -3.545  0.395
H  3.743  5.973  -3.326  0.421
H  4.257  6.926  -1.117  0.386
H  3.197  5.987  0.904  0.477
H  1.632  4.085  0.700  0.121
H  -1.865  3.049  -3.037  0.419
H  -2.265  2.674  -5.436  0.480
H  -0.471  1.802  -6.876  0.400
H  1.704  1.169  -5.897  0.475
H  2.100  1.498  -3.466  0.417
H  -0.035  3.823  2.761  0.346
H  1.914  4.575  4.045  0.411
H  3.863  3.089  4.313  0.418
H  3.839  0.837  3.324  0.573
H  1.118  -0.011  4.754  0.400
H  -0.224  -1.183  6.450  0.439
H  -1.470  -3.223  5.854  0.399
H  -1.401  -4.083  3.545  0.456
H  -0.032  -2.916  1.838  0.179
H  3.410  -2.106  0.192  0.292
H  5.486  -3.418  0.519  0.439
H  6.515  -3.548  2.756  0.404
H  5.449  -2.436  4.671  0.441
H  3.333  -1.211  4.374  0.493
Cl  -1.358  -7.010  -3.759  -0.258
C  -0.851  -5.640  -2.832  0.114
C  -0.225  -5.847  -1.592  -0.863
C  0.174  -4.785  -0.840  -0.642
C  -0.027  -3.435  -1.264  -0.125
O  0.307  -2.471  -0.502  2.146
C  -0.623  -3.252  -2.564  1.125
C  -0.765  -1.967  -3.153  -0.542
O  -0.429  -0.866  -2.689  -0.196
C  -1.040  -4.376  -3.310  -1.268
H  -0.060  -6.857  -1.248  0.503
H  0.664  -4.937  0.111  0.513
H  -1.208  -1.971  -4.169  0.134
H  -1.511  -4.221  -4.269  0.493
S  4.480  1.461  -0.055  -0.441
C  3.324  0.613  -0.712  0.763
N  2.487  -0.042  -1.236  -0.852

Atoms 1-6, force components in eV/Å:
Y -0.4 -1.0 -0.7
C -0.1 0.0 0.0
C 0.0 -0.1 0.0
C -0.1 0.2 0.0
C 0.4 -0.1 -0.2
C 0.1 0.2 0.2


# 4
The following is a DFT calculation (wB97M-V/def2-TZVPD) of a 7-piece molecular cluster, C15H34O10S overall.

Values from the calculation:
**SMILES**: CCC[C@@H](C)C1=C(S)C(=O)C(CCOCC)=C(O)C1=O.O.O.O.O.O.O
**Kohn-Sham gap**: 8.683 eV
**Maximum force**: 2.8 eV/A

Last column: Mulliken charge in e.
Geometry (Å):
C  6.080  0.886  2.184  -1.341
C  4.773  0.400  1.502  -0.324
C  3.798  1.603  1.297  -0.822
C  2.351  1.133  1.653  -0.155
C  1.414  2.309  2.068  -0.792
C  1.730  0.219  0.609  -0.416
C  1.307  0.570  -0.584  2.093
S  1.425  2.245  -1.177  -0.260
C  0.671  -0.517  -1.459  -1.076
O  0.866  -0.595  -2.617  -0.563
C  -0.191  -1.488  -0.699  0.683
C  -1.509  -1.993  -1.252  -1.020
C  -2.646  -1.486  -0.306  -0.534
O  -2.301  -0.188  0.194  -0.301
C  -2.702  -0.012  1.526  -0.148
C  -2.574  1.466  1.959  -0.980
C  0.250  -1.850  0.479  0.972
O  -0.395  -2.711  1.300  -0.565
C  1.565  -1.253  0.949  -0.445
O  2.385  -1.905  1.502  -0.585
H  5.845  1.565  3.017  0.331
H  6.658  1.467  1.453  0.324
H  6.658  0.060  2.611  0.384
H  4.980  -0.069  0.531  0.292
H  4.347  -0.377  2.145  0.248
H  4.057  2.340  2.068  0.527
H  3.850  2.000  0.279  0.310
H  2.457  0.530  2.566  0.537
H  1.196  2.309  3.141  0.333
H  0.453  2.213  1.548  -0.403
H  1.820  3.285  1.774  0.379
H  0.264  2.372  -1.879  0.220
H  -1.536  -3.087  -1.307  0.353
H  -1.744  -1.589  -2.243  0.355
H  -3.610  -1.421  -0.808  0.441
H  -2.719  -2.171  0.548  0.323
H  -3.758  -0.298  1.697  0.314
H  -2.108  -0.620  2.233  0.189
H  -2.328  1.546  3.025  0.343
H  -1.749  1.898  1.389  0.177
H  -3.489  2.031  1.756  0.320
H  0.272  -2.997  1.950  0.398
O  -4.561  -3.467  -0.795  -0.570
H  -4.444  -4.102  -0.080  0.238
H  -5.507  -3.271  -0.779  0.322
O  4.206  0.902  -3.275  -0.627
H  3.825  0.150  -3.742  0.311
H  3.438  1.410  -2.989  0.294
O  0.799  4.720  -3.771  -0.634
H  0.945  4.093  -3.054  0.252
H  -0.134  4.950  -3.703  0.305
O  -1.401  4.240  1.063  -0.637
H  -0.663  3.849  0.579  0.302
H  -1.015  4.497  1.908  0.331
O  -5.079  -2.926  -3.610  -0.702
H  -4.328  -3.273  -4.105  0.323
H  -4.712  -2.720  -2.740  0.365
O  -6.267  -5.621  -2.488  -0.639
H  -5.793  -4.887  -2.906  0.348
H  -5.581  -6.268  -2.297  0.300

Atoms 1-6, force components in eV/Å:
C -0.4 0.1 -0.4
C 0.6 0.6 0.1
C -0.4 -1.5 1.0
C 0.1 0.3 0.5
C -0.4 -0.1 -0.7
C 0.7 -0.1 1.3


In eV, the relative energy (zero: lowest compared OMol25 entry of this formula, charge and spin) values for the records above are, in order, 2.865, 0.000, 0.071, 0.000.
In Ha, the E_tot values for the records above are, in order, -267.820053, -2343.676052, -4805.930268, -1742.461255.